[1]
# C6H10O

2 unconnected molecules or ions with the total composition C6H10O (ωB97M-V/def2-TZVPD, OMol25).

```
17
Properties=species:S:1:pos:R:3:forces:R:3
O -2.183 0.833 -0.895 0.148 -0.326 -0.354
C -1.684 0.002 -1.627 -0.279 0.243 0.132
C -0.812 -1.091 -1.160 -0.312 -0.370 0.238
C -0.742 -1.338 0.151 -0.660 -0.496 -0.289
C 1.177 0.087 0.855 0.689 0.739 0.342
C 0.950 0.996 -0.299 -0.038 0.123 -0.322
C 0.853 0.531 2.067 0.126 -0.031 0.128
H -1.884 0.028 -2.716 0.018 0.048 0.047
H -0.258 -1.661 -1.901 -0.129 0.008 0.090
H 0.699 0.476 -1.223 0.365 0.229 -0.047
H -0.193 -2.169 0.569 0.037 0.028 -0.046
H -1.331 -0.731 0.827 -0.032 -0.147 -0.034
H 1.863 -0.749 0.721 0.134 0.281 0.102
H 1.895 1.535 -0.406 -0.144 0.129 -0.281
H 0.153 1.711 -0.079 0.128 -0.043 -0.076
H 1.430 0.266 2.937 -0.449 -0.637 0.382
H 0.068 1.276 2.179 0.396 0.223 -0.011
```
Positions in Å, forces in eV/Å.

As for the multiplicity: 1.

For reference, the Mulliken charges in units of e are: atom 1 (O): -0.4810, atom 2 (C): 0.0817, atom 3 (C): -0.4096, atom 4 (C): -0.5477, atom 5 (C): -0.2023, atom 6 (C): -0.9090, atom 7 (C): -0.6727, atom 8 (H): 0.3341, atom 9 (H): 0.3357, atom 10 (H): 0.2876, atom 11 (H): 0.3863, atom 12 (H): 0.2530, atom 13 (H): 0.3843, atom 14 (H): 0.3348, atom 15 (H): 0.2828, atom 16 (H): 0.2809, atom 17 (H): 0.2612

[2]
# C2H4O2S

A molecular structure, C2H4O2S (ωB97M-V/def2-TZVPD, OMol25).

```
9
Properties=species:S:1:pos:R:3:forces:R:3
C -0.740 0.875 0.088 2.115 -0.869 0.220
C -0.023 -0.309 0.507 3.219 1.804 -2.275
O -0.445 0.561 1.443 -1.006 -1.028 1.837
O -0.427 -1.561 0.341 -0.086 0.202 0.574
S 2.247 -0.016 0.294 -2.511 -0.457 0.230
H -0.199 1.686 -0.187 1.929 2.221 -1.097
H -1.654 0.916 -0.348 -3.251 -0.676 -0.339
H -0.445 -1.870 1.244 -0.108 -1.152 0.569
H 2.378 -0.295 -1.022 -0.301 -0.043 0.281
```
Positions in Å, forces in eV/Å.

As for the multiplicity: 1.

For reference, the Mulliken charges in units of e are: atom 1 (C): -0.4500, atom 2 (C): 0.4741, atom 3 (O): -0.3667, atom 4 (O): -0.4108, atom 5 (S): -0.3033, atom 6 (H): 0.2732, atom 7 (H): 0.2988, atom 8 (H): 0.3541, atom 9 (H): 0.1306

| no. | F_max (eV/Å) | lowest unoccupied orbital energy (eV) | frontier orbital gap (eV) |
| --- | --- | --- | --- |
| 1 | 1.07 | 0.078 | 9.245 |
| 2 | 4.33 | 0.367 | 9.382 |